Entry 1:
Here is an isolated molecule of C4H12N2O from OMol25. Energies are from ωB97M-V/def2-TZVPD.

Positions of all 19 atoms, in Å:
1 N 2.23267 0.92687 -0.66954
2 C 1.02885 1.24581 -1.39281
3 C -0.19118 1.21656 -0.60418
4 C -0.22110 -0.07409 0.26961
5 N 0.18774 -1.39318 -0.41273
6 C -1.54204 -0.43421 0.92089
7 O -1.48131 -1.21648 2.15062
8 H 2.93428 0.75101 -1.42028
9 H 2.19396 -0.00189 -0.34083
10 H 0.89771 0.54941 -2.34584
11 H 1.24738 2.31822 -1.94727
12 H -1.08327 1.25683 -1.30182
13 H -0.43638 2.03577 0.10982
14 H 0.48320 0.23017 1.11927
15 H 0.48353 -1.09969 -1.45827
16 H -0.62264 -1.95408 -0.61498
17 H -2.19890 -1.07952 0.33144
18 H -2.07988 0.43588 1.08580
19 H -1.35864 -2.17055 1.99274

**Structure (SMILES)**: NCC[C@H](N)CO
**ΔE to the lowest compared entry with this formula, charge and spin**: 268.7 kJ/mol
**HOMO level**: -0.3488 Eh

How is the electron density shared among the atoms? According to natural (NBO), the charges in e are: -0.821, -0.210, -0.443, -0.083, -0.853, -0.060, -0.733, 0.350, 0.357, 0.147, 0.203, 0.207, 0.225, 0.208, 0.347, 0.352, 0.158, 0.178, 0.472

=====

Entry 2:
Here is a cluster of 2 separate species, BrH7Si3 in total from OMol25. Energies are from ωB97M-V/def2-TZVPD.

Positions of all 11 atoms, in Å:
1 Si -2.96276 -0.10307 -0.22124
2 Si 3.38574 -0.29119 -0.09198
3 Si -4.06904 1.86516 0.09700
4 Br 2.22668 1.62047 -0.01937
5 H -1.45132 -0.21054 -0.36992
6 H -3.08468 -1.02103 0.86642
7 H -3.47105 -1.18240 -1.15995
8 H 2.64989 -0.63895 1.12725
9 H 3.10122 -0.94952 -1.34432
10 H 4.77381 0.01852 0.15645
11 H -5.19052 1.90134 -1.04208

**ΔE to the lowest compared entry with this formula, charge and spin**: 207.0 kJ/mol
**HOMO level**: -0.3148 Eh

How is the electron density shared among the atoms? According to natural (NBO), the charges in e are: 0.118, 0.801, 0.446, -0.359, -0.090, -0.112, -0.134, -0.138, -0.148, -0.156, -0.229

=====

Entry 3:
Here is a cluster of 3 separate species, C2H11N2O2 in total from OMol25. Energies are from ωB97M-V/def2-TZVPD.

Positions of all 17 atoms, in Å:
1 C 0.30421 -0.57354 2.14072
2 C -0.81691 -1.31775 2.37085
3 N -1.57764 -1.54825 1.14733
4 N 0.59376 0.03711 0.96247
5 H 0.99435 -0.53884 2.98278
6 H -1.34026 -1.58104 3.23272
7 H -1.27650 -0.85845 0.39563
8 H -1.39663 -2.54662 0.81816
9 H -2.61308 -1.33469 1.36421
10 H 0.40122 -0.23937 -0.05302
11 H 1.18182 0.92268 0.99402
12 H -0.13665 -0.46349 -6.04953
13 H -0.14521 -0.30155 -7.42443
14 O -0.52226 -0.96162 -6.75355
15 H 1.49437 4.28791 1.43297
16 H 2.77921 3.31770 1.47504
17 O 2.07621 3.69981 0.96363

**Expectation value of S²**: 0.756
**2S+1**: 2
**ΔE to the lowest compared entry with this formula, charge and spin**: 390.0 kJ/mol
**HOMO level (alpha / beta)**: -0.1010 / -0.2603 Eh

How is the electron density shared among the atoms? According to natural (NBO), the charges in e are: -0.176, -0.413, -0.702, -0.894, 0.166, 0.176, 0.378, 0.391, 0.420, 0.255, 0.402, 0.456, 0.458, -0.918, 0.482, 0.480, -0.961

=====

Entry 4:
Here is a structure of composition C4H4O2Pd from OMol25. Energies are from ωB97M-V/def2-TZVPD.

Positions of all 11 atoms, in Å:
1 H 1.43941 1.99626 1.37852
2 O 2.21060 1.02222 2.69683
3 C 2.62955 0.51593 1.62910
4 C 2.02074 1.24072 0.52480
5 C 2.58457 1.66140 -0.61185
6 C 1.88173 2.64918 -1.43936
7 O 2.38024 3.16643 -2.42651
8 Pd 1.32502 4.06714 -3.36268
9 H 2.65958 -0.58396 1.51771
10 H 3.63220 1.45611 -0.85172
11 H 0.81405 2.82226 -1.19285

**Expectation value of S²**: 2.040
**2S+1**: 3
**ΔE to the lowest compared entry with this formula, charge and spin**: 45.7 kJ/mol
**HOMO level (alpha / beta)**: -0.2354 / -0.3292 Eh

How is the electron density shared among the atoms? According to natural (NBO), the charges in e are: 0.245, -0.564, 0.277, -0.326, -0.326, 0.172, -0.599, 0.601, 0.147, 0.217, 0.157

=====

Entry 5:
Here is a cluster of 14 separate species, C16H16Cl39FNO8P in total from OMol25. Energies are from ωB97M-V/def2-TZVPD.

Positions of all 82 atoms, in Å:
1 O -7.62614 -1.13900 3.75084
2 C -7.41998 -1.79755 2.60737
3 F -8.41620 -2.88627 2.28343
4 N -6.32814 -1.52394 1.59390
5 C -4.93835 -1.87116 2.16803
6 O -4.70224 -1.93137 3.49767
7 O -3.87274 -2.07747 1.17245
8 C -3.05334 -3.26281 1.46666
9 O -3.42807 -4.34375 2.15496
10 O -1.67247 -3.26479 0.88259
11 P -0.50498 -2.69205 2.04223
12 O -0.82198 -1.27619 2.66937
13 O 1.01298 -2.49806 1.14013
14 O -0.18489 -3.95078 3.21924
15 H -6.34417 -0.50662 1.33896
16 H 1.50623 -1.71692 1.52827
17 H 0.79114 -3.84245 3.43622
18 C -1.53161 -2.71752 -2.73747
19 Cl -1.18466 -1.04377 -2.27086
20 Cl -2.85296 -2.77357 -3.91660
21 Cl -0.08001 -3.49447 -3.39233
22 H -1.84302 -3.26629 -1.84499
23 C -1.99118 2.05247 -4.63814
24 Cl -1.06929 3.43925 -4.03274
25 Cl -3.71167 2.23423 -4.25563
26 Cl -1.75853 1.86537 -6.38471
27 H -1.62174 1.15079 -4.14303
28 C -2.01629 1.22659 4.58716
29 Cl -3.25558 0.89908 3.36386
30 Cl -0.78050 2.32104 3.94340
31 Cl -2.74994 1.90769 6.04917
32 H -1.53521 0.28144 4.85157
33 C 1.79411 4.25686 -6.48475
34 Cl 2.23671 5.97037 -6.39788
35 Cl 1.68674 3.72675 -8.17203
36 Cl 2.96306 3.26646 -5.59464
37 H 0.81238 4.13087 -6.02110
38 C 3.34123 2.38224 4.10980
39 Cl 4.95249 2.96785 4.55751
40 Cl 2.93062 2.88892 2.46234
41 Cl 3.25706 0.61851 4.25748
42 H 2.61250 2.82044 4.79653
43 C 3.96294 -3.30514 4.23105
44 Cl 3.92374 -4.95448 4.87735
45 Cl 5.11435 -3.18987 2.88926
46 Cl 2.34603 -2.80321 3.70825
47 H 4.29229 -2.63146 5.02624
48 C 0.48691 -2.72608 7.23635
49 Cl 2.09817 -2.14047 7.68405
50 Cl 0.07631 -2.21941 5.58888
51 Cl 0.40274 -4.48981 7.38402
52 H -0.24182 -2.28788 7.92307
53 C -4.05234 0.95640 -0.67321
54 Cl -5.29163 0.62889 -1.89650
55 Cl -2.81655 2.05085 -1.31696
56 Cl -4.78599 1.63750 0.78881
57 H -3.57126 0.01125 -0.40880
58 C -10.94857 -4.79385 0.31792
59 Cl -10.03542 -5.90811 -0.71364
60 Cl -11.16526 -3.23266 -0.49152
61 Cl -12.51790 -5.49262 0.75215
62 H -10.37890 -4.62951 1.23613
63 C 6.83092 3.09861 -3.96756
64 Cl 7.74408 1.98434 -4.99912
65 Cl 6.61424 4.65979 -4.77700
66 Cl 5.26160 2.39983 -3.53332
67 H 7.40060 3.26294 -3.04935
68 C 3.55538 7.37177 -2.55207
69 Cl 4.75316 6.65202 -3.64149
70 Cl 2.06276 6.41703 -2.55042
71 Cl 4.20919 7.50709 -0.91077
72 H 3.32114 8.37640 -2.91332
73 C 5.25454 -1.31210 -6.40628
74 Cl 4.64992 0.34482 -6.57540
75 Cl 5.89912 -1.89968 -7.94860
76 Cl 6.49297 -1.39644 -5.14184
77 H 4.42017 -1.95501 -6.11448
78 C 6.44128 1.56727 0.34340
79 Cl 6.40208 -0.08207 0.98969
80 Cl 7.59268 1.68254 -0.99840
81 Cl 4.82437 2.06920 -0.17940
82 H 6.77063 2.24095 1.13859

**HOMO level**: -0.3971 Eh

How is the electron density shared among the atoms? According to Löwdin, the charges in e are: 0.065, -0.175, -0.024, 0.136, -0.240, 0.032, 0.042, -0.260, 0.086, -0.135, 0.741, -0.362, -0.241, -0.267, 0.095, 0.057, -0.087, -1.529, 0.538, 0.532, 0.534, -0.001, -1.529, 0.530, 0.485, 0.537, -0.026, -1.519, 0.529, 0.521, 0.528, -0.020, -1.529, 0.511, 0.520, 0.476, -0.041, -1.528, 0.523, 0.500, 0.502, 0.015, -1.460, 0.558, 0.546, 0.614, 0.018, -1.492, 0.522, 0.557, 0.535, 0.023, -1.499, 0.521, 0.516, 0.538, -0.010, -1.546, 0.512, 0.509, 0.515, 0.004, -1.518, 0.517, 0.495, 0.464, -0.037, -1.524, 0.472, 0.505, 0.517, 0.019, -1.528, 0.492, 0.517, 0.502, 0.018, -1.501, 0.513, 0.561, 0.490, 0.021

=====

Entry 6:
Here is a structure of composition C26H44BrN3P2ReS from OMol25. Energies are from ωB97M-V/def2-TZVPD.

Positions of all 78 atoms, in Å:
1 N -5.31252 -1.22243 4.50878
2 C -4.32218 -0.41821 4.88452
3 C -3.63746 0.39036 3.95985
4 C -4.09627 0.43660 2.59238
5 C -5.06738 -0.52188 2.23100
6 C -5.66422 -1.31786 3.22535
7 C -3.44248 1.30103 1.63898
8 Re 0.51569 1.04771 -0.87677
9 P 2.70204 0.60829 -1.47488
10 C -3.67142 1.40223 0.27944
11 C -2.60497 2.04031 -0.53433
12 C -2.42778 1.75699 -1.92618
13 C -1.15707 1.92020 -2.55290
14 C -0.09595 2.63300 -1.93478
15 C -0.31570 3.06618 -0.50738
16 C -1.57086 2.77735 0.09618
17 Br 1.60795 3.32074 -2.98876
18 H -2.60678 1.84943 2.08035
19 H -4.42946 0.78838 -0.17274
20 H -2.74575 0.96680 4.26805
21 H -5.28102 -0.72650 1.16707
22 H -4.10727 -0.36921 5.96338
23 H -6.48681 -2.00921 3.01771
24 H -3.27929 1.44344 -2.51466
25 H -1.79442 3.34368 1.02803
26 H -1.02954 1.64762 -3.62937
27 H 0.38835 3.74720 0.03410
28 P -0.42587 -1.21573 -0.55145
29 C 3.23347 2.02321 -0.21942
30 C 4.08392 3.03361 -0.95516
31 H 3.74499 1.52876 0.62333
32 H 2.33921 2.52688 0.19570
33 H 4.19362 3.96546 -0.37500
34 H 5.07515 2.62279 -1.17136
35 H 3.56330 3.30221 -1.88328
36 C 2.46842 0.13935 -3.28295
37 C 3.79257 0.18885 -4.05310
38 H 1.66521 0.73939 -3.74621
39 H 2.09224 -0.89299 -3.23175
40 H 3.66724 0.44465 -5.11494
41 H 4.51543 0.91106 -3.65167
42 H 4.24028 -0.81678 -3.98956
43 C 3.99844 -0.61408 -0.90817
44 C 5.42510 -0.06639 -1.06531
45 H 3.91275 -1.58413 -1.41716
46 H 3.78602 -0.77942 0.16354
47 H 6.21353 -0.82016 -0.89897
48 H 5.59734 0.34183 -2.06741
49 H 5.60662 0.75020 -0.35596
50 C 0.54316 -2.40899 0.50078
51 C 1.98443 -2.75923 0.22660
52 H -0.01826 -3.34833 0.55379
53 H 0.48952 -1.95109 1.49086
54 H 2.17747 -3.81646 0.46446
55 H 2.27473 -2.61486 -0.81184
56 H 2.66267 -2.17571 0.85540
57 C -0.29555 -2.07999 -2.15019
58 C -1.33457 -1.66804 -3.16722
59 H -0.38019 -3.15204 -1.93231
60 H 0.71460 -1.88266 -2.51739
61 H -1.06435 -2.09385 -4.13904
62 H -2.32231 -2.05247 -2.89823
63 H -1.39622 -0.57936 -3.27800
64 C -2.06434 -1.86216 0.05119
65 C -2.21542 -2.32159 1.50477
66 H -2.35369 -2.72019 -0.58554
67 H -2.77440 -1.05889 -0.16611
68 H -3.23018 -2.71217 1.67719
69 H -1.53066 -3.13602 1.76999
70 H -2.06533 -1.48933 2.20439
71 N -0.44066 1.33794 3.62732
72 C -0.00562 0.33638 2.84446
73 N -0.07614 -0.88348 3.37715
74 S 0.91512 0.74516 1.43512
75 H -0.45851 1.16869 4.61502
76 H -0.24610 2.31904 3.40351
77 H 0.39641 -1.72588 3.01825
78 H -0.74202 -1.04526 4.11946

**Expectation value of S²**: 3.912
**2S+1**: 4
**HOMO level (alpha / beta)**: -0.7298 / -0.7399 Eh
**Total charge**: +4

How is the electron density shared among the atoms? According to Löwdin, the charges in e are: 0.154, -0.060, 0.024, -0.173, 0.040, -0.042, 0.034, 0.846, 0.897, 0.086, -0.165, 0.054, -0.133, -0.693, -0.218, -0.020, 0.925, 0.096, 0.133, 0.100, 0.137, 0.145, 0.147, 0.153, 0.160, 0.148, 0.147, 0.895, -0.363, -0.160, 0.099, 0.014, 0.114, 0.084, -0.056, -0.379, -0.101, 0.033, 0.068, 0.108, 0.070, 0.104, -0.350, -0.097, 0.092, 0.068, 0.119, 0.066, 0.074, -0.395, -0.106, 0.104, -0.001, 0.116, 0.054, 0.066, -0.386, -0.112, 0.121, 0.047, 0.107, 0.088, 0.037, -0.317, -0.118, 0.120, 0.052, 0.100, 0.084, 0.040, 0.136, -0.722, 0.165, 0.735, 0.139, 0.143, 0.132, 0.144